One molecule with the formula C4HNO, computed with ωB97M-V/def2-TZVPD.

The relative energy (zero: lowest compared OMol25 entry of this formula, charge and spin) is 4.4236 eV. As for the total energy: -282.7547 Eh. The LUMO energy (spin up / spin down) comes out at -2.19 / -1.95 eV. The frontier orbital gap (spin up / spin down) is 7.01 / 7.40 eV. The HOMO energy (spin up / spin down) is -9.1947 / -9.3495 eV.

Last columns: bonded neighbours and bond lengths (Å).
Cartesian coordinates (Å):
1 O -0.2285 -0.3055 1.5523  C2 1.337, C5 1.412
2 C -0.5007 -0.2656 0.2435  O1 1.337, C3 1.408, C5 1.636
3 C -0.1035 0.8504 -0.5184  C2 1.408, C4 1.210
4 C 0.1637 1.6769 -1.3603  C3 1.210, H7 1.072
5 C -0.0663 -1.6177 1.0555  O1 1.412, C2 1.636, N6 1.174
6 N 0.3192 -2.7248 1.1126  C5 1.174
7 H 0.4102 2.4222 -2.0907  C4 1.072